2 unconnected molecules or ions with the total composition C4H12OS in a non-equilibrium geometry, computed with ωB97M-V/def2-TZVPD.

Results
energy above the lowest of the compared OMol25 structures with the same formula, charge and spin: 131.42 kJ/mol
F_max: 0.0555 hartree/bohr
calculated total energy: -17224.182 eV
frontier orbital gap: 0.3532 hartree
SMILES: CCO.CCS

Each line ends with the Mulliken charge.
Cartesian coordinates (Å):
C -0.831001 -2.978898 -1.346022  -1.338
C -0.910820 -1.588087 -0.641045  0.046
O 0.344350 -1.283449 -0.056543  -0.465
H 0.140267 -2.970887 -1.866878  0.389
H -1.561920 -3.004045 -2.144469  0.359
H -0.812876 -3.809398 -0.646232  0.311
H -1.029082 -0.882796 -1.466417  0.225
H -1.854408 -1.609868 -0.076754  0.242
H 0.942100 -2.008376 -0.162938  0.257
C 0.523669 2.792771 1.861711  -0.955
C 0.764460 1.665115 0.837255  -0.383
S -0.176932 1.950297 -0.804333  -0.269
H 0.317832 3.726808 1.346179  0.305
H -0.299530 2.536797 2.532796  0.292
H 1.400110 2.725028 2.526388  0.301
H 0.395375 0.705486 1.171370  0.206
H 1.756811 1.659222 0.393010  0.361
H 0.891595 2.374279 -1.457077  0.114

Atoms 1-2, force components in eV/Å:
C 1.144 1.396 0.012
C 0.161 -1.599 -2.361



2 unconnected molecules or ions with the total composition C4H12OS in a non-equilibrium geometry, computed with ωB97M-V/def2-TZVPD.

Results
energy above the lowest of the compared OMol25 structures with the same formula, charge and spin: 71.29 kJ/mol
F_max: 0.0523 hartree/bohr
calculated total energy: -17224.806 eV
frontier orbital gap: 0.3434 hartree
SMILES: CCCSC.O

Each line ends with the Mulliken charge.
Cartesian coordinates (Å):
C -0.393378 -1.019820 1.937453  -1.283
C 0.592633 -0.409100 0.899212  -0.479
C -0.280132 -0.164939 -0.357440  -0.761
S 0.663134 -0.311437 -1.991712  -0.121
C 2.203048 0.520877 -1.516174  -0.844
H -1.306544 -0.431102 1.903561  0.311
H -0.012891 -1.004293 2.954704  0.364
H -0.623257 -2.052291 1.621642  0.339
H 0.932188 0.528915 1.356740  0.287
H 1.447817 -1.043013 0.692886  0.371
H -0.847144 -1.094151 -0.389922  0.398
H -0.703736 0.829883 -0.261166  0.539
H 2.010433 1.582174 -1.462944  0.267
H 2.868399 0.307178 -2.368319  0.304
H 2.692337 0.191009 -0.603527  0.303
O -3.177497 1.218606 -0.426931  -0.646
H -2.841682 0.446725 -0.882456  0.334
H -3.223729 1.904777 -1.105608  0.318

Atoms 1-2, force components in eV/Å:
C 0.595 -0.314 -0.749
C -1.071 0.413 0.698